Entry one
The following is a quantum chemistry calculation of an isolated molecule of C5H12N2, from the OMol25 dataset.

The calculation puts the LUMO energy at 1.13 eV. The calculation puts the frontier orbital gap at 9.6 eV. The SMILES is C[C@@H](N)C/C=C/N. For the HOMO energy, the calculation gives -8.5 eV.

```
! wB97M-V def2-TZVPD RIJCOSX def2/J DEFGRID3
* xyz 0 1
H -0.0663 -0.3507 -2.5519
H 1.3556 -1.3774 -2.0781
H 0.6297 -2.7624 0.5085
H 1.7261 -0.2582 -0.0822
N -0.2187 -2.5254 0.0060
N -0.6150 3.1607 1.4539
C -0.2237 1.7929 1.4387
H 0.8035 -0.6697 1.3495
H -0.0019 1.6156 -0.5966
H -0.1754 1.3922 2.4467
C 0.2751 1.1952 0.3633
C -0.1650 -1.1510 -0.5185
H -0.3325 3.5769 0.5714
C 0.2815 -1.2200 -1.9830
H -0.2168 -2.0791 -2.4379
H -1.6057 3.3203 1.5854
H -1.2056 -0.8022 -0.5225
H -0.9612 -2.6126 0.6914
C 0.7163 -0.2451 0.3559
*
```

Entry two
The following is a quantum chemistry calculation of a cluster of 2 separate species, C5H12N2 in total, from the OMol25 dataset.

The calculation puts the LUMO energy at 0.89 eV. The calculation puts the frontier orbital gap at 8.1 eV. For the HOMO energy, the calculation gives -7.2 eV.

```
! wB97M-V def2-TZVPD RIJCOSX def2/J DEFGRID3
* xyz 0 1
H -1.9656 0.8350 -1.3837
C -0.2803 -1.0271 1.1672
H -1.0569 -2.1255 2.7869
H 0.2878 0.5266 -2.2250
N -1.5981 1.5321 -0.7496
H -2.2524 1.6947 0.0028
H -0.3369 0.1327 0.7486
H 0.1188 2.0081 0.3711
N 2.0213 0.9531 -0.9939
H 2.2465 1.8792 -1.3345
H 2.6451 0.2779 -1.4185
H -1.4109 -0.3130 2.7946
C -0.9630 -1.1638 2.2935
H 1.4227 -2.0696 0.3826
C -0.2831 1.2784 -0.3230
H -0.1851 -2.5621 -0.3453
C 0.3780 -1.8249 0.2164
C 0.6307 0.5995 -1.1858
H 0.5814 -0.6311 -0.8044
*
```

Pick entry one: it beats the second-best structure by 332.7 kJ/mol.

Entry one
The following is a quantum chemistry calculation of an isolated molecule of C5H12N2, from the OMol25 dataset.

The calculation puts the LUMO energy at 0.95 eV. The calculation puts the frontier orbital gap at 9.4 eV. The SMILES is CCCC/N=C\N. For the HOMO energy, the calculation gives -8.4 eV.

```
! wB97M-V def2-TZVPD RIJCOSX def2/J DEFGRID3
* xyz 0 1
H -0.6142 -0.7072 -1.7081
H 1.3547 1.0428 -0.5730
H -2.5303 0.7573 -0.6379
C 1.7546 -1.1822 0.8085
H 0.8610 -2.3654 -0.6926
H -1.6172 1.6181 1.9763
N -0.2672 1.7969 0.3884
H 1.0203 -1.3672 1.5915
H -3.2650 0.7528 0.9065
H 0.2254 1.5400 -1.6658
H 1.8381 -1.0562 -1.4350
C 1.1848 -1.3221 -0.6102
C -0.1044 -0.5024 -0.7671
C -1.3833 1.5484 0.9187
H 1.9720 -0.1180 0.9088
N -2.5446 1.1123 0.3052
H -0.7636 -0.7031 0.0751
C 0.2743 1.0045 -0.7054
H 2.6046 -1.8493 0.9160
*
```

Entry two
The following is a quantum chemistry calculation of an isolated molecule of C5H12N2, from the OMol25 dataset.

The calculation puts the LUMO energy at 1.06 eV. The calculation puts the frontier orbital gap at 10.4 eV. The SMILES is C/C=N/C(C)(C)N. For the HOMO energy, the calculation gives -9.4 eV.

```
! wB97M-V def2-TZVPD RIJCOSX def2/J DEFGRID3
* xyz 0 1
C -2.2580 -1.6778 0.7280
H -1.7378 0.4480 0.7705
H 0.3359 1.6510 1.4437
C 0.8070 0.3092 -0.1966
H 1.9135 0.9673 -1.9243
H 1.9558 -0.1838 1.4124
H 0.1550 0.8584 -2.1900
C -1.3268 -0.5379 0.5041
H -3.1261 -1.5575 0.0865
C 1.0148 0.3877 -1.7137
H -1.7746 -2.6182 0.5040
N 2.0591 -0.1275 0.4048
H -0.4258 2.1027 -0.0944
C 0.4736 1.6983 0.3646
H 2.2793 -1.0642 0.0718
H 1.3069 2.3625 0.1484
H 1.1359 -0.6162 -2.1161
N -0.1806 -0.7259 0.0356
H -2.6071 -1.6761 1.7607
*
```

Pick entry two: it beats the second-best structure by 90.1 kJ/mol.

Entry one
The following is a quantum chemistry calculation of a cluster of 6 separate species, C18H18F6O18 in total, from the OMol25 dataset.

The calculation puts the LUMO energy at -0.18 eV. The calculation puts the frontier orbital gap at 11.0 eV. The SMILES is O=C1OC[C@@H](F)O1.O=C1OC[C@@H](F)O1.O=C1OC[C@@H](F)O1.O=C1OC[C@@H](F)O1.O=C1OC[C@@H](F)O1.O=C1OC[C@@H](F)O1. For the HOMO energy, the calculation gives -11.1 eV.

```
! wB97M-V def2-TZVPD RIJCOSX def2/J DEFGRID3
* xyz 0 1
C 4.7504 1.1411 1.8301
H 1.8796 -3.1001 3.3314
C -1.2418 -3.4907 -1.0660
C -0.5154 -1.2193 3.2040
H -2.6069 -0.3829 -8.0197
O 0.0101 2.3924 -0.1919
H 0.9566 -2.5735 1.2360
C -1.1412 2.0358 -0.8030
H 3.1729 1.6542 3.3422
H -0.7086 0.6699 -2.5317
C 1.2318 -1.6923 1.8119
H 4.1056 0.4317 1.3083
O 1.7813 1.2153 0.6674
O -0.1172 -1.0865 1.9793
O -0.6798 1.9875 6.6926
C 5.9111 0.9235 3.8103
C -1.3180 3.0725 3.4742
C -2.1545 -0.1567 -5.9077
C 4.1176 1.9891 2.9049
H -3.4935 0.9142 -7.2332
F -2.5317 2.4434 3.1022
F -0.1711 -2.1481 -3.6626
H -2.2515 -1.2838 -2.8916
O -0.0863 1.5653 4.5743
O 0.4251 -1.9025 3.9522
C 0.7900 1.2866 -0.0031
O -2.2906 -2.7370 -1.3972
O 5.0521 1.9620 3.9633
H 0.8204 2.7112 3.1662
C -3.6037 -1.9590 -5.9718
F 2.5463 -1.3069 3.7802
C 1.5753 -2.0510 3.2167
H -0.2634 1.4374 2.5597
C -0.1253 2.2082 3.3074
F -2.5368 0.6839 -4.8669
H -1.3467 4.0847 3.1233
H -1.0756 -0.1821 -6.0719
O 0.3259 0.2937 -0.7903
C -2.3556 -2.3446 -2.7642
H -1.3091 2.8411 -1.5578
O -1.3701 3.3129 4.8833
O -0.6867 -3.8975 -2.3076
H 1.8234 -0.9385 1.2548
C -0.6724 2.2299 5.5625
O 5.7222 0.4094 2.4950
H -1.6575 -0.0197 -1.1996
F 5.3490 1.9717 0.9219
C -0.8642 0.6816 -1.4524
O 6.6953 0.5758 4.5834
H -3.2685 -2.8127 -3.1087
C -1.2067 -3.0735 -3.3148
F -2.1885 1.9844 -0.0091
O -4.0712 -0.9892 -6.7687
C -3.0517 -0.0256 -7.0605
O -0.8100 -3.7993 0.0062
O -4.1023 -2.9678 -5.6179
H -1.2899 -3.6690 -4.2140
H 3.9992 3.0130 2.5289
O -1.5262 -0.8564 3.6609
O -2.3508 -1.4572 -5.4512
*
```

Entry two
The following is a quantum chemistry calculation of a cluster of 6 separate species, C18H18F6O18 in total, from the OMol25 dataset.

The calculation puts the LUMO energy at 0.37 eV. The calculation puts the frontier orbital gap at 11.4 eV. The SMILES is O=C1OC[C@@H](F)O1.O=C1OC[C@@H](F)O1.O=C1OC[C@@H](F)O1.O=C1OC[C@@H](F)O1.O=C1OC[C@@H](F)O1.O=C1OC[C@@H](F)O1. For the HOMO energy, the calculation gives -11.1 eV.

```
! wB97M-V def2-TZVPD RIJCOSX def2/J DEFGRID3
* xyz 0 1
O -2.3270 1.8496 2.2932
C -1.3089 2.3613 1.5618
C -0.1123 -2.9396 -2.0617
H -1.7409 4.1822 -0.8433
O 3.2018 -0.6105 3.1639
O -2.6755 -2.6316 0.7317
H 1.1172 -0.5482 1.1747
C 3.6987 -1.1874 2.0752
O -0.8756 5.1603 -2.5055
F 3.8341 3.9826 0.2827
O -2.5440 -4.8405 0.6553
C -1.6873 -5.8587 1.0787
H 3.5076 3.0413 2.1698
O 0.0666 -3.0907 -3.3567
H -0.2751 -5.3245 2.6025
C 1.7427 1.9014 -0.0155
H 1.2692 -0.1444 3.6606
F 1.6978 -1.9985 4.0453
O -0.6296 3.2972 1.7818
H 1.5677 3.1741 2.4748
H -1.6834 1.9742 -2.4677
O 1.2619 1.0659 -0.6755
O -1.2253 3.4726 -3.9477
H -1.5083 -6.4485 0.1828
O 0.0408 -1.6487 -1.6769
C -2.0245 0.4552 0.3428
O 2.1498 1.7068 1.2929
O -0.2384 5.3887 -4.7309
C 0.0452 -0.8748 -2.8539
F -1.2485 -0.4039 -3.0535
F -3.1601 3.3367 -2.8466
C -2.0662 -3.6504 0.9436
H 1.5015 -1.8969 -4.1410
C 0.4142 -1.8523 -3.9523
C -0.7486 4.7762 -3.8137
H 0.6569 0.0232 -2.7386
C 2.4567 2.9786 1.8543
H -1.3994 -0.4338 0.3433
C -1.7974 3.0704 -2.7458
H 0.4522 -5.1244 0.9613
H -3.7170 0.3862 1.8756
F -1.9863 -0.3464 2.5690
H 2.1425 4.9448 0.7369
O -0.8278 -3.6452 1.4175
O -1.1656 1.6739 0.3777
O 1.8245 3.1841 -0.4342
C 2.4972 3.9199 0.7172
H 0.7978 -2.1921 1.8221
O 2.7595 -1.8859 1.3395
H -0.1893 -1.6366 -4.9035
H -2.7562 0.5762 -0.5156
C 1.8427 -0.9397 3.2239
C -1.1059 3.9813 -1.7467
C 1.4910 -1.3166 1.8343
O -0.3930 -3.8359 -1.3679
O 4.8396 -1.1421 1.7905
C -0.4512 -5.0247 1.5703
H -0.1986 3.5241 -1.3905
F -2.1650 -6.4870 2.0859
C -2.6450 0.5715 1.7516
*
```

Pick entry two: it beats the second-best structure by 43.7 kJ/mol.

Entry one
The following is a quantum chemistry calculation of a cluster of 2 separate species, H10N2Si3 in total, from the OMol25 dataset.

The calculation puts the LUMO energy (spin up / spin down) at -0.83 / -0.68 eV. The calculation puts the frontier orbital gap (spin up / spin down) at 6.2 / 6.9 eV. For the HOMO energy (spin up / spin down), the calculation gives -7.0 / -7.5 eV.

```
! wB97M-V def2-TZVPD RIJCOSX def2/J DEFGRID3
* xyz 0 1
H 1.0561 -1.3096 2.3556
H -1.3956 -2.0651 1.5334
H -0.7026 -2.1217 -2.7701
H -2.2624 -0.7813 1.1696
H -1.1453 3.1361 0.9266
H 0.8858 3.9032 0.2803
H 1.1748 -2.4979 -1.7403
H -0.7420 3.9362 -1.3845
Si 0.3279 -1.4038 -1.9312
N 1.2266 -1.1291 1.4001
H 2.2414 -0.8862 1.2239
H 0.9008 -0.2393 -2.4956
Si -0.2111 3.0976 -0.2223
Si -0.0150 -0.5143 0.3923
N -1.3395 -1.1249 1.2622
*
```

Entry two
The following is a quantum chemistry calculation of a cluster of 2 separate species, H10N2Si3 in total, from the OMol25 dataset.

The calculation puts the LUMO energy (spin up / spin down) at -0.55 / -0.22 eV. The calculation puts the frontier orbital gap (spin up / spin down) at 6.2 / 7.2 eV. For the HOMO energy (spin up / spin down), the calculation gives -6.7 / -7.4 eV.

```
! wB97M-V def2-TZVPD RIJCOSX def2/J DEFGRID3
* xyz 0 1
Si 1.6804 1.6151 0.0219
H 2.9379 1.4572 0.5650
H 1.7632 -2.0451 1.6823
Si 0.7853 -0.4919 0.0402
H 1.2653 2.9220 0.4558
H 1.9121 1.8006 -1.3258
Si -3.3235 0.1004 -0.0516
H 1.2056 -1.0092 -2.1960
H -3.2002 1.4947 -0.4094
H 0.1039 -1.7875 1.8673
H 1.9314 -2.1252 -1.2414
N 0.8867 -1.6691 1.3130
H -3.2796 -0.7821 -1.1710
N 1.6253 -1.1964 -1.3335
H -4.3613 -0.2863 1.1051
*
```

Pick entry one: it beats the second-best structure by 60.2 kJ/mol.

Entry one
The following is a quantum chemistry calculation of a structure of composition CH3FN2O, from the OMol25 dataset.

The calculation puts the LUMO energy at -0.15 eV. The calculation puts the frontier orbital gap at 10.3 eV. For the HOMO energy, the calculation gives -10.5 eV.

```
! wB97M-V def2-TZVPD RIJCOSX def2/J DEFGRID3
* xyz 0 1
H -0.2309 -1.4183 -0.8346
H 0.1393 -1.0962 0.9237
N -0.1662 0.4766 -0.2009
H 0.4220 2.3602 -0.6131
F -1.5968 1.1138 0.4681
N -0.1596 -0.8084 -0.0385
O 1.8778 0.9571 -0.9371
C 0.8200 1.3847 -0.5322
*
```

Entry two
The following is a quantum chemistry calculation of an isolated molecule of CH3FN2O, from the OMol25 dataset.

The calculation puts the LUMO energy at 0.75 eV. The calculation puts the frontier orbital gap at 10.4 eV. The SMILES is NNC(=O)F. For the HOMO energy, the calculation gives -9.6 eV.

```
! wB97M-V def2-TZVPD RIJCOSX def2/J DEFGRID3
* xyz 0 1
H 0.1538 -1.4108 -0.0175
F -2.0896 -0.7898 -0.1360
H 1.8414 -0.1412 0.6818
H 1.1360 1.1513 -0.0306
N 0.0939 -0.4718 -0.1680
O -1.3891 1.3152 -0.0772
N 1.3634 0.1674 -0.1481
C -1.1099 0.1797 -0.1043
*
```

Pick entry two: it beats the second-best structure by 305.2 kJ/mol.

Entry one
The following is a quantum chemistry calculation of a cluster of 2 separate species, C2H2N2O in total, from the OMol25 dataset.

The calculation puts the LUMO energy at 0.74 eV. The calculation puts the frontier orbital gap at 11.9 eV. The SMILES is N=C=O.C#N. For the HOMO energy, the calculation gives -11.2 eV.

```
! wB97M-V def2-TZVPD RIJCOSX def2/J DEFGRID3
* xyz 0 1
C 0.7727 -1.3669 -0.9077
H 1.3597 -0.7067 -1.5112
N 0.1258 -2.0511 -0.2411
N -0.0310 1.2539 0.1223
C -0.8054 0.6467 0.8478
H 0.0918 2.2518 0.2071
O -1.5137 -0.0277 1.4827
*
```

Entry two
The following is a quantum chemistry calculation of a cluster of 2 separate species, C2H2N2O in total, from the OMol25 dataset.

The calculation puts the LUMO energy (spin up / spin down) at -0.07 / -0.07 eV. The calculation puts the frontier orbital gap (spin up / spin down) at 9.4 / 9.4 eV. For the HOMO energy (spin up / spin down), the calculation gives -9.5 / -9.5 eV.

```
! wB97M-V def2-TZVPD RIJCOSX def2/J DEFGRID3
* xyz 0 1
H -2.2548 0.5939 -0.1190
O -0.3633 0.7434 0.0371
N 0.4586 -1.9865 -0.4841
N 1.3073 -1.3608 -0.1468
C 0.9110 0.9746 -0.1126
H 1.2970 1.0911 0.9236
C -1.3558 -0.0557 -0.0982
*
```

Pick entry one: it beats the second-best structure by 516.0 kJ/mol.